C2H3N3O2 | ωB97M-V/def2-TZVPD

Output
Energy above the lowest of the compared OMol25 structures with the same formula, charge and spin ... 534.1 kJ/mol
Highest occupied orbital energy ... -10.2493 eV
Frontier orbital gap ... 10.38 eV
Strongest force on any atom ... 5.44 eV/A

XYZ file:
```
10
Properties=species:S:1:pos:R:3:forces:R:3
C -1.5846 -0.1441 -0.0924 -2.2 1.9 -1.4
C 0.2321 0.7198 0.2385 3.2 2.1 -1.4
H 1.8499 -0.2374 -0.5161 -0.6 -3.0 0.7
H -2.6919 -0.2202 -0.4178 2.0 -0.1 0.9
H 0.4192 2.3130 -0.4259 1.9 -0.4 -0.4
N 0.3961 -0.6234 0.5629 0.5 -2.6 -1.0
N -1.0471 1.0292 0.2424 -4.8 -2.6 -0.1
N 1.1084 1.5115 -0.3035 -1.7 -0.6 1.5
O 1.4561 -1.1542 -0.0569 2.4 3.5 -0.9
O -0.7891 -1.1872 -0.3218 -0.6 1.9 2.0
```
Forces are in eV/Å.